Record 1
DFT (the ωB97M-V functional and the def2-TZVPD basis) results for a 3-piece molecular cluster, CH8O2S2 overall.

- SMILES string = CSS.O.O
- energy above the lowest of the compared OMol25 structures with the same formula, charge and spin (kcal per mole) = 26.1
- net charge = 0
- HOMO-LUMO gap (eV) = 9.026

Last column: natural (NBO) charge in e.
Atoms and positions in Å:
C 0.690 -2.019 -0.328  -0.737
S -0.786 -0.943 -0.486  0.050
S -0.980 -0.217 1.348  -0.129
H 1.427 -1.667 -1.088  0.232
H 0.898 -1.895 0.718  0.229
H 0.535 -3.110 -0.494  0.226
H -0.789 -1.433 2.102  0.130
O 5.225 2.239 0.725  -0.948
H 5.725 2.967 0.359  0.474
H 5.699 1.400 0.606  0.474
O -3.201 1.693 -1.905  -0.942
H -2.426 1.148 -1.678  0.471
H -3.140 1.810 -2.909  0.469


Record 2
DFT (the ωB97M-V functional and the def2-TZVPD basis) results for a 4-piece molecular cluster, CH8O4 overall.

- SMILES string = C=O.O.O.O
- energy above the lowest of the compared OMol25 structures with the same formula, charge and spin (kcal per mole) = 19.4
- net charge = 0
- HOMO-LUMO gap (eV) = 10.163

Last column: natural (NBO) charge in e.
Atoms and positions in Å:
C 1.679 0.187 -1.714  0.286
O 1.766 1.216 -1.066  -0.518
H 0.670 -0.154 -2.039  0.115
H 2.530 -0.324 -2.184  0.115
O -1.568 -0.671 0.170  -0.942
H -1.863 -0.310 1.029  0.466
H -1.853 0.156 -0.311  0.475
O -1.338 1.748 1.142  -0.950
H -1.471 2.708 1.019  0.478
H -1.031 1.763 2.057  0.473
O 1.080 -2.110 0.344  -0.949
H 0.589 -2.872 0.742  0.474
H 0.809 -1.338 0.812  0.478


Record 3
DFT (the ωB97M-V functional and the def2-TZVPD basis) results for a 4-piece molecular cluster, CH8O5 overall.

- SMILES string = O=CO.O.O.O
- energy above the lowest of the compared OMol25 structures with the same formula, charge and spin (kcal per mole) = 12.8
- net charge = 0
- HOMO-LUMO gap (eV) = 10.499

Last column: natural (NBO) charge in e.
Atoms and positions in Å:
O -0.781 0.845 0.092  -0.672
C 0.089 1.288 0.828  0.655
O 1.252 0.723 1.008  -0.701
H -0.114 2.186 1.414  0.117
H 1.352 -0.102 0.386  0.495
O 1.319 -1.322 -0.351  -0.931
H 0.848 -1.147 -1.186  0.530
H 0.896 -1.928 0.265  0.505
O -1.753 0.142 2.945  -0.951
H -1.974 0.150 2.008  0.484
H -1.575 -0.771 3.183  0.466
O 0.071 -0.324 -3.305  -0.956
H 0.921 0.116 -3.399  0.473
H -0.551 0.144 -3.887  0.485


Record 4
DFT (the ωB97M-V functional and the def2-TZVPD basis) results for a 4-piece molecular cluster, CH8O5 overall.

- SMILES string = O=CO.O.O.O
- energy above the lowest of the compared OMol25 structures with the same formula, charge and spin (kcal per mole) = 33.1
- net charge = 0
- HOMO-LUMO gap (eV) = 11.083

Last column: natural (NBO) charge in e.
Atoms and positions in Å:
O 1.380 0.740 1.396  -0.550
C 1.427 1.530 0.490  0.645
O 0.206 1.796 -0.040  -0.775
H 2.267 2.061 0.065  0.131
H -0.118 1.393 -0.881  0.514
O -0.283 0.304 -2.380  -0.918
H -0.863 0.088 -1.648  0.475
H 0.445 -0.296 -2.125  0.476
O -2.468 -1.404 -0.765  -0.951
H -3.273 -1.113 -1.197  0.473
H -2.852 -2.015 -0.123  0.479
O 0.595 -2.214 1.745  -0.933
H 0.631 -1.464 2.358  0.475
H 0.079 -1.748 1.070  0.459


Record 5
DFT (the ωB97M-V functional and the def2-TZVPD basis) results for CH8OP3 as an isolated structure.

- energy above the lowest of the compared OMol25 structures with the same formula, charge and spin (kcal per mole) = 21.9
- net charge = +1
- HOMO-LUMO gap (eV) = 10.138

Last column: natural (NBO) charge in e.
Atoms and positions in Å:
C -0.104 1.667 -0.383  -0.890
O -0.335 0.028 1.711  -1.032
P -1.692 -1.372 -0.347  0.196
P 2.111 -1.115 0.306  0.071
P 0.059 -0.120 0.267  1.193
H -0.378 2.076 0.540  0.251
H -0.996 1.807 -1.001  0.278
H 0.908 1.854 -0.739  0.259
H 0.349 0.455 2.416  0.553
H -1.181 -1.350 -1.583  -0.013
H -2.404 -0.170 -0.492  0.009
H 2.133 -0.979 -1.112  0.021
H 1.530 -2.783 0.416  0.104


Record 6
DFT (the ωB97M-V functional and the def2-TZVPD basis) results for CH9LiO4 as an isolated structure.

- energy above the lowest of the compared OMol25 structures with the same formula, charge and spin (kcal per mole) = 6.6
- net charge = 0
- HOMO-LUMO gap (eV) = 6.522

Last column: natural (NBO) charge in e.
Atoms and positions in Å:
Li 0.480 -0.030 -0.304  0.908
C 1.187 -0.739 1.754  -0.267
O 1.376 -1.391 0.471  -1.069
H 1.832 -1.235 2.362  0.184
H 0.001 -0.832 1.818  0.130
H 1.476 0.394 1.561  0.074
O -1.716 -1.053 -0.955  -0.964
H -1.756 -1.787 -0.265  0.496
H -1.658 -1.451 -1.805  0.478
O 0.754 0.896 -2.222  -0.950
H 0.026 1.401 -2.626  0.482
H 1.466 1.178 -2.795  0.486
O -0.977 1.373 0.614  -0.956
H -1.948 1.433 1.073  0.491
H -0.542 1.842 1.319  0.476


Record 7
DFT (the ωB97M-V functional and the def2-TZVPD basis) results for a 2-piece molecular cluster, CH9N2O overall.

- spin multiplicity = 2
- energy above the lowest of the compared OMol25 structures with the same formula, charge and spin (kcal per mole) = 5.4
- net charge = 0
- HOMO-LUMO gap (alpha / beta) (eV) = 3.915 / 10.563
- expectation value of S² = 0.75

Last column: Löwdin spin population.
Atoms and positions in Å:
O 1.271 2.024 -0.622  0.062
H 1.878 2.545 -1.161  0.008
H 0.103 -1.874 -1.099  0.169
H 1.423 2.363 0.269  0.015
N 0.419 -1.077 -0.476  0.225
C -0.550 -0.862 0.657  0.175
N -1.541 0.083 0.356  0.038
H 0.463 -0.170 -0.960  0.046
H 1.358 -1.425 -0.141  0.172
H -0.038 -0.589 1.559  0.028
H -0.911 -1.844 0.939  0.045
H -2.430 -0.199 0.003  0.010
H -1.446 1.025 0.675  0.006


Record 8
DFT (the ωB97M-V functional and the def2-TZVPD basis) results for a 2-piece molecular cluster, CH9N2O overall.

- energy above the lowest of the compared OMol25 structures with the same formula, charge and spin (kcal per mole) = 8.7
- net charge = +1
- HOMO-LUMO gap (eV) = 11.161

Last column: natural (NBO) charge in e.
Atoms and positions in Å:
O -1.704 -0.625 -1.345  -0.967
H -2.512 -0.119 -1.477  0.497
H -1.053 -0.156 0.503  0.479
H -1.053 -0.217 -1.940  0.491
N -0.244 -0.540 1.037  -0.708
C 1.078 -0.040 0.438  -0.044
N 0.855 1.162 -0.288  -0.863
H -0.313 -1.544 0.875  0.443
H -0.358 -0.422 2.040  0.436
H 1.389 -0.820 -0.259  0.222
H 1.775 0.069 1.269  0.205
H 0.669 2.025 0.228  0.401
H 1.472 1.226 -1.082  0.408


Record 9
DFT (the ωB97M-V functional and the def2-TZVPD basis) results for a 3-piece molecular cluster, CH9N2O2 overall.

- energy above the lowest of the compared OMol25 structures with the same formula, charge and spin (kcal per mole) = 28.7
- net charge = +1
- HOMO-LUMO gap (eV) = 11.554

Last column: natural (NBO) charge in e.
Atoms and positions in Å:
N 1.408 0.144 -0.891  -0.710
C 0.945 0.963 0.084  0.435
N 0.068 0.612 0.993  -0.748
H 1.125 -0.814 -0.969  0.423
H 2.217 0.446 -1.416  0.431
H 1.389 1.971 0.187  0.231
H -0.412 1.259 1.602  0.442
H 0.062 -0.469 1.207  0.458
H -1.523 0.066 -1.069  0.479
H -1.420 1.092 -2.207  0.497
O -1.010 0.844 -1.340  -0.969
H -0.456 -2.727 1.667  0.502
H -1.867 -2.135 1.247  0.507
O -0.904 -2.070 1.131  -0.977


Record 10
DFT (the ωB97M-V functional and the def2-TZVPD basis) results for a 3-piece molecular cluster, CH9N2O2 overall.

- spin multiplicity = 2
- energy above the lowest of the compared OMol25 structures with the same formula, charge and spin (kcal per mole) = 29.0
- net charge = +2
- HOMO-LUMO gap (alpha / beta) (eV) = 9.873 / 3.565
- expectation value of S² = 0.78

Last column: Löwdin spin population.
Atoms and positions in Å:
N 0.663 -0.325 -1.223  0.273
C 0.268 0.852 -0.798  -0.015
N -0.951 1.198 -0.452  0.375
H 0.276 -1.264 -0.866  0.002
H 1.674 -0.510 -1.567  -0.001
H 1.038 1.777 -0.863  0.001
H -1.251 2.150 -0.770  0.003
H -1.611 0.539 -0.018  0.004
H -2.863 -1.018 1.180  0.000
H -4.058 -0.820 0.435  0.000
O -3.092 -0.597 0.382  0.013
H 3.288 -1.435 1.524  0.003
H 3.624 -0.013 1.734  0.006
O 2.994 -0.536 1.299  0.336


Record 11
DFT (the ωB97M-V functional and the def2-TZVPD basis) results for a 2-piece molecular cluster, CH9N3 overall.

- SMILES string = NCN.N
- energy above the lowest of the compared OMol25 structures with the same formula, charge and spin (kcal per mole) = 8.1
- net charge = 0
- HOMO-LUMO gap (eV) = 10.599

Last column: natural (NBO) charge in e.
Atoms and positions in Å:
N 1.300 -0.079 -0.665  -0.864
C 2.193 0.777 -1.446  -0.061
N 1.948 0.886 -2.882  -0.818
H 1.639 -1.027 -0.576  0.355
H 1.178 0.330 0.255  0.364
H 2.092 1.788 -1.038  0.171
H 3.242 0.506 -1.280  0.155
H 1.800 -0.082 -3.158  0.344
H 1.063 1.365 -3.024  0.353
N -3.930 -0.784 3.477  -1.038
H -4.895 -0.883 3.121  0.343
H -4.052 -1.275 4.369  0.348
H -3.579 -1.521 2.846  0.346


Record 12
DFT (the ωB97M-V functional and the def2-TZVPD basis) results for a 3-piece molecular cluster, CH9N3O2 overall.

- SMILES string = N=C(N)N.O.O
- energy above the lowest of the compared OMol25 structures with the same formula, charge and spin (kcal per mole) = 8.1
- net charge = 0
- HOMO-LUMO gap (eV) = 10.074

Last column: natural (NBO) charge in e.
Atoms and positions in Å:
N -0.153 -0.152 0.678  -0.838
C 0.322 0.686 -0.144  0.592
N -0.370 1.751 -0.711  -0.852
N 1.627 0.620 -0.528  -0.827
H -1.126 -0.091 0.941  0.359
H -1.253 1.932 -0.266  0.390
H 0.128 2.555 -1.050  0.393
H 2.022 1.068 -1.330  0.392
H 2.181 -0.135 -0.161  0.409
O 1.074 -1.746 2.767  -0.975
H 1.139 -2.506 2.177  0.461
H 0.544 -1.083 2.283  0.496
O -2.430 -1.084 -1.507  -0.934
H -2.017 -0.249 -1.247  0.464
H -1.688 -1.567 -1.904  0.470